{"formula": "C20H35F9NOS2", "method": "the ωB97M-V functional and the def2-TZVPD basis", "mol_weight_g_mol": 540.622, "gap_ev": 7.1, "energy_ev": -70962.6901, "multiplicity": 1, "total_charge": 1, "e_homo_ev": -9.607, "species": ["C", "C", "N", "C", "C", "S", "C", "C", "C", "C", "C", "C", "C", "C", "C", "C", "C", "C", "C", "F", "F", "C", "F", "F", "S", "F", "F", "F", "F", "F", "C", "C", "O", "H", "H", "H", "H", "H", "H", "H", "H", "H", "H", "H", "H", "H", "H", "H", "H", "H", "H", "H", "H", "H", "H", "H", "H", "H", "H", "H", "H", "H", "H", "H", "H", "H", "H", "H"], "xyz": [[0.342181, 3.999010, -3.389279], [-0.604902, 3.046496, -4.135032], [-1.861855, 2.773961, -3.345969], [-2.369238, 1.416915, -3.579665], [-1.922966, 0.455618, -2.476494], [-0.165022, 0.593329, -2.070953], [0.310026, -1.125750, -1.725599], [1.628561, -1.219581, -0.936294], [1.565761, -2.061660, 0.356893], [0.634377, -3.268089, 0.264125], [3.004082, -2.540234, 0.707970], [3.394171, -2.328480, 2.184982], [3.469498, -3.645949, 2.941864], [3.350062, -3.760204, 4.286105], [2.400774, -4.747825, 4.930202], [4.196066, -2.934813, 5.220737], [0.045957, 1.506319, -0.505966], [-1.098775, 2.442248, -0.095261], [-1.668343, 2.184861, 1.302201], [-2.029821, 3.396126, 1.783273], [-0.734706, 1.708289, 2.140587], [-3.007579, 1.349252, 1.363113], [-3.728271, 1.576456, 0.256196], [-3.723545, 1.795717, 2.391796], [-2.863978, -0.536895, 1.631387], [-4.318362, -0.594358, 2.212477], [-2.258613, -0.276246, 3.056315], [-1.397249, -0.532406, 0.957386], [-3.460442, -0.844743, 0.180255], [-2.702157, -2.076408, 1.856141], [-2.837502, 3.755630, -3.773528], [-2.794104, 5.095320, -3.086829], [-3.618275, 3.516524, -4.652527], [1.342802, 3.586469, -3.264943], [0.391599, 4.980633, -3.853934], [-0.049312, 4.166926, -2.383141], [-0.908811, 3.523575, -5.069804], [-0.134295, 2.094072, -4.352401], [-2.137517, 1.034307, -4.576617], [-3.457104, 1.441464, -3.519277], [-2.484902, 0.644663, -1.565946], [-2.084503, -0.579666, -2.777931], [0.440451, -1.544396, -2.722487], [-0.539379, -1.588907, -1.230046], [2.393454, -1.639335, -1.590014], [1.997355, -0.224571, -0.676449], [1.264765, -1.417835, 1.188130], [0.782431, -3.838961, -0.654290], [0.773926, -3.907007, 1.135616], [-0.414590, -2.959981, 0.303162], [3.742071, -2.105761, 0.032593], [3.029126, -3.616438, 0.522177], [2.707619, -1.659866, 2.702096], [4.373259, -1.827973, 2.189015], [3.679814, -4.542573, 2.359073], [2.161177, -4.410606, 5.937626], [2.828669, -5.752519, 5.046891], [1.493388, -4.846512, 4.343346], [3.743075, -2.768029, 6.198846], [5.108846, -3.513869, 5.380079], [4.480842, -1.981228, 4.773190], [0.290786, 0.772962, 0.256896], [0.949244, 2.089667, -0.668263], [-0.676536, 3.444657, -0.030727], [-1.891896, 2.521343, -0.832728], [-2.379693, 5.045109, -2.083325], [-3.807073, 5.489813, -3.075801], [-2.184897, 5.771942, -3.691213]], "forces_ev_per_angstrom": [[-0.240, -0.175, 0.451], [-0.245, 0.771, 0.432], [0.043, -0.344, -0.360], [-0.091, 0.053, 0.003], [-0.148, 0.157, 0.055], [0.351, 0.099, -0.494], [0.079, 0.247, 0.193], [-0.100, -0.076, 0.089], [0.717, -0.145, -0.081], [-0.520, 0.467, 0.264], [-0.455, -0.221, 0.196], [1.940, -0.093, -0.055], [-0.100, 0.247, 0.305], [-0.067, -0.028, 0.022], [1.128, -0.995, -0.027], [-0.845, 0.671, -0.098], [-0.120, -0.073, 0.136], [0.396, -0.123, 0.105], [-0.255, 0.374, -0.486], [-0.136, 0.172, 0.012], [0.051, -0.243, 0.107], [-0.209, -0.002, 0.604], [0.203, 0.012, -0.141], [0.123, -0.120, 0.087], [-0.434, -0.098, -0.367], [-0.027, 0.036, 0.097], [0.174, 0.059, -0.035], [0.097, 0.077, 0.076], [0.123, 0.021, -0.064], [0.041, -0.086, 0.048], [-0.048, 0.251, 0.111], [0.136, -0.100, -0.174], [-0.170, -0.201, 0.162], [0.069, 0.087, -0.236], [0.198, -0.058, -0.116], [0.030, -0.009, 0.005], [0.172, -0.353, -0.240], [0.017, 0.024, -0.092], [0.138, -0.009, 0.034], [-0.009, -0.027, -0.079], [-0.004, -0.136, 0.038], [0.069, -0.039, 0.076], [-0.228, -0.048, -0.015], [0.065, -0.076, 0.042], [-0.111, -0.070, -0.088], [0.083, -0.022, -0.029], [-0.331, 0.001, -0.113], [0.161, -0.096, 0.079], [0.141, -0.122, -0.108], [-0.018, -0.080, -0.084], [-0.003, 0.198, 0.118], [0.117, 0.033, -0.173], [-0.072, -0.015, -0.046], [-0.106, 0.169, -0.007], [-1.471, -0.194, -0.252], [-0.104, 0.058, -0.041], [-0.052, -0.003, 0.021], [-0.041, 0.029, 0.036], [-0.027, 0.125, -0.035], [0.021, 0.027, 0.001], [0.096, 0.016, 0.098], [-0.155, -0.019, 0.046], [-0.014, -0.018, -0.163], [-0.043, 0.015, 0.073], [-0.010, -0.067, -0.013], [0.000, -0.012, -0.003], [0.019, 0.061, 0.034], [0.011, 0.039, 0.060]]}


{"formula": "C30H45AlNO3P2S", "method": "the ωB97M-V functional and the def2-TZVPD basis", "mol_weight_g_mol": 588.691, "gap_ev": [5.9, 5.8], "energy_ev": -75470.8900, "relative_energy_kj_mol": 680.4, "multiplicity": 1, "total_charge": 1, "e_homo_ev": [-9.327, -9.217], "species": ["Al", "C", "C", "C", "C", "C", "C", "H", "H", "H", "C", "H", "H", "H", "C", "H", "H", "H", "C", "H", "H", "H", "C", "H", "H", "H", "C", "C", "C", "C", "C", "C", "C", "C", "H", "H", "H", "H", "H", "H", "H", "H", "H", "H", "H", "H", "P", "C", "C", "P", "C", "C", "C", "H", "H", "H", "H", "H", "H", "H", "H", "H", "H", "H", "H", "H", "H", "O", "S", "O", "N", "C", "O", "C", "C", "C", "C", "C", "C", "H", "H", "H", "H"], "xyz": [[-1.101806, 0.653296, -1.037709], [-0.488840, -2.225110, 2.093517], [0.769801, -2.705690, 1.658302], [1.134757, -1.325745, 3.465090], [-0.263567, -1.345408, 3.187768], [1.778281, -2.114682, 2.482783], [-1.815560, -2.539444, 1.511674], [-1.735793, -2.795777, 0.444541], [-2.456740, -1.642416, 1.559587], [-2.339584, -3.361067, 2.023454], [-1.309517, -0.795240, 4.058586], [-2.209088, -0.568248, 3.492736], [-0.980930, 0.120030, 4.542024], [-1.624699, -1.475607, 4.845760], [1.808234, -0.767861, 4.652178], [1.986505, -1.534607, 5.428729], [1.197110, 0.014880, 5.098610], [2.779810, -0.339352, 4.386279], [3.233123, -2.293015, 2.319267], [3.621236, -3.130990, 2.921932], [3.775084, -1.379972, 2.616959], [3.497168, -2.496751, 1.266441], [1.026219, -3.683182, 0.583843], [1.037410, -4.722530, 0.953729], [1.984903, -3.511316, 0.068763], [0.242402, -3.642120, -0.180178], [-1.326563, 1.054909, -2.954380], [-1.982341, -0.182629, -3.544235], [-1.245180, -0.923040, -4.705218], [0.317172, -1.044045, -4.627269], [0.950432, -0.774521, -3.338940], [1.504780, 0.502718, -2.934204], [1.036551, 1.705899, -3.794898], [-0.475156, 1.764636, -3.978246], [-1.444128, -0.428255, -5.672367], [0.760174, -0.448200, -5.454457], [-1.689317, -1.924041, -4.792002], [-0.732098, 1.462445, -5.002663], [-2.139749, 1.719379, -2.615728], [-2.947803, 0.127588, -3.981003], [-0.781759, 2.822858, -3.927352], [1.347145, 2.639598, -3.308612], [2.617149, 0.457316, -2.988996], [1.575694, 1.657986, -4.757575], [0.564274, -2.096672, -4.880536], [1.402714, -1.630399, -2.814903], [-2.395077, -1.249054, -2.125308], [-3.988443, -0.253008, -1.693337], [-1.248802, -2.770865, -2.203573], [2.651992, 0.862129, -0.461817], [1.103262, 0.701531, -1.440010], [3.302787, -0.861195, -0.887614], [3.166479, 2.525542, -1.316449], [-3.907246, 0.143625, -0.671806], [-4.873580, -0.891517, -1.796310], [-4.109305, 0.601286, -2.377000], [-0.479025, -2.685760, -2.980511], [-1.781682, -3.717054, -2.384613], [-0.736730, -2.809463, -1.238084], [2.786200, 2.727452, -2.332350], [4.255580, 2.647205, -1.312341], [2.724610, 3.292214, -0.645176], [0.617322, 1.687584, -1.261430], [0.491405, -0.134224, -1.023746], [4.020845, -1.080996, -0.084659], [3.797840, -1.010749, -1.857678], [2.442853, -1.554537, -0.780321], [1.271588, 3.537217, 1.070646], [0.820555, 2.435612, 1.875470], [1.745065, 1.577118, 2.565392], [-0.186962, 1.475431, 0.912584], [-1.471676, 1.620154, 1.255988], [-2.317833, 1.118271, 0.355550], [-1.712970, 2.362529, 2.489701], [-2.900984, 2.669361, 3.210414], [-2.824408, 3.653941, 4.206399], [-1.608486, 4.263510, 4.556373], [-0.413795, 3.852131, 3.948262], [-0.509382, 2.926839, 2.915072], [-3.821692, 2.149115, 2.943367], [-3.740033, 4.000126, 4.696587], [-1.582231, 5.067193, 5.283540], [0.554039, 4.265713, 4.217700]], "forces_ev_per_angstrom": [[-0.825, -0.574, 0.513], [1.780, -1.075, -1.807], [-2.747, 0.581, -0.024], [0.306, -0.951, -1.137], [1.482, -0.606, 1.028], [-0.434, 1.384, 1.763], [-0.565, 0.201, -0.325], [-0.085, -0.122, 0.402], [-0.007, -0.346, 0.010], [0.081, 0.190, -0.133], [-0.381, 0.639, -0.102], [-0.219, 0.083, -0.096], [0.056, 0.147, 0.139], [0.121, -0.300, 0.138], [0.263, 0.267, 0.471], [-0.089, 0.248, -0.274], [0.133, 0.135, 0.132], [-0.130, 0.055, 0.120], [0.690, -0.006, -0.197], [-0.074, 0.215, -0.124], [-0.168, -0.343, 0.000], [-0.117, -0.080, 0.554], [0.060, -0.520, -0.632], [0.079, 0.283, -0.059], [-0.247, -0.104, 0.229], [0.251, -0.238, 0.292], [-0.324, 0.510, 0.526], [-0.351, -0.830, -1.466], [0.092, 0.382, -0.166], [-0.247, -1.032, -1.114], [0.734, -1.290, -0.024], [-0.534, 1.391, 0.151], [0.561, -0.342, 0.234], [-0.274, 1.643, -0.322], [-0.244, -0.141, 0.536], [-0.211, -0.125, 0.572], [0.110, 0.229, -0.003], [-0.107, -0.037, 0.362], [-0.445, 0.323, -0.832], [0.279, -0.356, -0.046], [0.315, -0.190, -0.293], [0.001, -0.371, -0.217], [-0.636, 0.072, 0.058], [-0.337, 0.118, 0.288], [-0.150, 0.507, -0.083], [-0.374, 0.301, -0.126], [2.308, 2.849, 0.790], [-1.207, -1.661, 0.658], [-1.416, -1.357, 0.353], [-0.232, 0.396, 1.027], [1.422, 1.243, -0.418], [0.679, 0.663, -0.181], [0.188, -0.647, -0.007], [-0.091, -0.531, -0.379], [0.009, 0.329, 0.196], [0.576, -0.625, -0.082], [-0.732, 0.601, 0.072], [0.185, 0.253, 0.199], [-0.446, 0.092, -0.443], [0.486, -0.409, 0.553], [-0.218, -0.041, 0.059], [0.322, -0.646, -0.245], [0.450, -0.378, -0.340], [0.968, -0.494, 0.039], [-0.182, -0.017, -0.451], [-0.218, -0.015, 0.214], [0.436, 0.517, -0.020], [-0.122, -0.176, 0.361], [0.510, -1.463, -0.152], [-0.634, 1.105, -0.053], [-1.990, 0.336, -0.109], [1.117, -1.213, -1.912], [1.124, 0.824, 1.170], [-0.895, 0.777, 1.173], [0.992, -0.014, -0.683], [-0.150, -0.066, -0.145], [0.222, -0.527, -0.479], [-0.437, -0.136, -0.208], [-0.286, 0.563, 0.498], [0.128, 0.400, 0.134], [0.352, -0.304, -0.141], [-0.079, -0.178, 0.028], [-0.210, 0.023, 0.008]]}